Entry 1:
Computed, not measured: a 9-piece molecular cluster, C69H88F6N14O13S6 overall, with ωB97M-V with the def2-TZVPD basis set.

Properties
Gap between HOMO and LUMO, eV: 3.363
Relative energy (zero: lowest compared OMol25 entry of this formula, charge and spin), eV: 7.102
LUMO level, eV: -12.32
HOMO level, eV: -15.681
Total charge: +6
E, eV: -201700.9001

Cartesian coordinates (Å):
C1 1.9919 -1.2223 -0.9266
C2 1.3843 -0.3386 0.2566
C3 1.8343 1.2204 -0.0203
C4 1.1796 1.8367 -1.3218
C5 -0.3430 1.6980 -1.3787
C6 -0.8653 0.2539 -1.1174
N1 -0.1148 -0.2562 0.1424
O1 -0.7082 -1.4399 0.6677
C7 -0.5912 -0.4610 -2.5153
C8 -2.4186 0.3193 -0.8351
C9 1.8119 -0.6989 1.6332
H1 1.3019 -2.0022 -1.2487
H2 2.9647 -1.6560 -0.6951
H3 2.2475 -0.5274 -1.7266
H4 2.8841 1.1642 -0.3084
H5 1.7517 1.8291 0.8801
H6 1.7275 1.2733 -2.0771
H7 1.5296 2.8611 -1.1949
H8 -0.7563 2.1488 -2.2809
H9 -0.6859 2.2733 -0.5188
H10 -0.5371 -1.5486 -2.5636
H11 0.3439 -0.0996 -2.9432
H12 -1.3967 -0.1635 -3.1866
H13 -2.5797 0.9170 0.0621
H14 -2.9605 -0.6204 -0.7282
H15 -2.7034 0.9326 -1.6899
H16 1.8065 0.1144 2.3589
H17 2.8668 -0.9694 1.6781
H18 1.4755 -1.6220 2.1051
C10 6.1999 2.4666 1.3088
N2 5.3698 2.0850 2.4128
C11 4.1236 2.6869 2.4568
C12 3.2836 2.4143 3.4211
C13 3.5994 1.4033 4.3793
C14 4.8369 0.7617 4.3044
C15 5.7072 1.1018 3.2803
C16 2.7928 1.2324 5.6254
C17 1.7135 0.4432 5.5183
C18 0.9328 0.2215 6.6534
N3 1.2991 0.7728 7.8872
C19 2.3913 1.5528 7.9996
C20 3.0902 1.9212 6.8337
C21 0.4323 0.5861 9.1532
H19 6.6695 3.4315 1.5002
H20 5.6560 2.4800 0.3643
H21 6.9584 1.6839 1.2975
H22 4.0438 3.4481 1.6948
H23 2.3068 2.8536 3.2825
H24 5.0863 0.0253 5.0541
H25 6.6958 0.6870 3.1502
H26 1.3897 0.0801 4.5541
H27 0.0598 -0.4140 6.6318
H28 2.4870 2.0108 8.9730
H29 3.9521 2.5700 6.7831
H30 -0.6146 0.6002 8.8503
H31 0.6302 1.2768 9.9729
H32 0.7811 -0.3809 9.5157
C22 5.5537 -2.7146 -1.8665
N4 4.8961 -1.6304 -2.6571
C23 4.0431 -1.9081 -3.6916
C24 3.6274 -0.7854 -4.4779
C25 3.8600 0.5791 -4.0822
C26 4.6803 0.7291 -2.9100
C27 5.2409 -0.3854 -2.2675
C28 3.2446 1.7002 -4.8281
C29 4.0063 2.7791 -5.2623
C30 3.3751 3.9906 -5.6520
N5 2.0356 3.9708 -5.8435
C31 1.2611 2.8673 -5.6260
C32 1.8103 1.7227 -5.0318
C33 1.3634 5.2831 -6.0238
H33 6.6040 -2.5504 -1.6259
H34 5.4761 -3.6551 -2.4121
H35 4.9431 -2.7565 -0.9646
H36 3.9340 -2.9558 -3.9298
H37 2.9859 -0.9468 -5.3316
H38 5.0064 1.6882 -2.5357
H39 5.7612 -0.3502 -1.3218
H40 5.0543 2.6838 -5.0197
H41 3.9053 4.9187 -5.8069
H42 0.2263 2.9953 -5.9074
H43 1.2046 0.8291 -4.9995
H44 0.2828 5.2390 -5.8882
H45 1.5721 5.5537 -7.0588
H46 1.4844 6.1369 -5.3570
C34 -6.3286 3.4518 -1.1861
N6 -5.9048 2.2982 -1.9537
C35 -5.4918 2.4103 -3.2170
C36 -5.1148 1.3139 -4.0399
C37 -5.1771 0.0598 -3.4637
C38 -5.7155 -0.1049 -2.2300
C39 -6.0447 1.0308 -1.4862
C40 -4.8918 -1.1929 -4.2274
C41 -3.9630 -2.0741 -3.7873
C42 -3.7082 -3.2110 -4.6086
N7 -4.4846 -3.4099 -5.7450
C43 -5.3667 -2.4593 -6.1814
C44 -5.6089 -1.3853 -5.3893
C45 -4.1406 -4.4307 -6.6602
H47 -5.8697 4.3611 -1.5742
H48 -5.9601 3.3081 -0.1704
H49 -7.4163 3.5147 -1.2188
H50 -5.2727 3.4233 -3.5208
H51 -4.8948 1.5317 -5.0745
H52 -5.7936 -1.1313 -1.9032
H53 -6.4494 0.8049 -0.5107
H54 -3.4052 -2.0188 -2.8641
H55 -2.9636 -3.9846 -4.4924
H56 -5.7366 -2.6377 -7.1802
H57 -6.3325 -0.6125 -5.6023
H58 -3.4145 -5.2007 -6.3995
H59 -3.7655 -3.9290 -7.5522
H60 -5.0132 -4.9994 -6.9815
C46 -1.6317 0.2924 3.1157
N8 -1.9110 1.6609 2.6445
C47 -0.9548 2.5070 2.2444
C48 -1.2734 3.7786 1.7943
C49 -2.5695 4.3111 1.8734
C50 -3.6167 3.2826 2.0721
C51 -3.2069 2.0446 2.5392
C52 -2.8439 5.6789 1.4208
C53 -3.9961 6.0877 0.7864
C54 -4.0532 7.2447 -0.0446
N9 -3.0911 8.1540 -0.0717
C55 -1.9998 7.8983 0.7311
C56 -1.8449 6.6655 1.4249
C57 -3.0546 9.1990 -1.1241
H61 -2.2965 -0.3524 2.5409
H62 -2.0295 0.2514 4.1297
H63 -0.5862 0.0008 3.0147
H64 0.0600 2.1412 2.2972
H65 -0.4030 4.3128 1.4430
H66 -4.6391 3.6206 2.1549
H67 -3.9248 1.3457 2.9425
H68 -4.8849 5.4946 0.9435
H69 -4.8920 7.4695 -0.6866
H70 -1.1647 8.5830 0.7305
H71 -0.9166 6.3653 1.8882
H72 -2.8802 8.6591 -2.0548
H73 -2.4759 10.1146 -1.0019
H74 -4.0774 9.5754 -1.1059
C58 -1.1093 -4.3446 -1.6874
N10 -0.7851 -5.0793 -0.5190
C59 0.1414 -4.6125 0.4004
C60 0.5440 -5.4314 1.5606
C61 0.0324 -6.7077 1.7050
C62 -0.8920 -7.0965 0.7276
C63 -1.2792 -6.3042 -0.4036
C64 0.4831 -7.5752 2.7668
C65 1.8184 -7.7766 3.1196
C66 2.0596 -8.9477 3.9817
N11 1.0491 -9.7568 4.4300
C67 -0.2302 -9.3315 4.3367
C68 -0.4785 -8.3810 3.3783
C69 1.5427 -10.8969 5.3478
H75 -0.7031 -4.8294 -2.5751
H76 -0.7523 -3.3195 -1.5879
H77 -2.1978 -4.2883 -1.6928
H78 0.6297 -3.6528 0.3173
H79 1.1637 -5.0506 2.3590
H80 -1.3132 -8.0901 0.6857
H81 -2.0841 -6.6485 -1.0361
H82 2.6735 -7.2378 2.7391
H83 3.1023 -9.2277 4.0096
H84 -0.9781 -9.8743 4.8957
H85 -1.5293 -8.2753 3.1526
H86 2.1962 -10.6092 6.1714
H87 2.0532 -11.4566 4.5641
H88 0.6288 -11.3814 5.6916
N12 7.4678 -1.6434 3.4375
S1 7.8046 -1.7770 2.0035
O2 6.9744 -1.0792 1.0449
O3 8.5188 -2.9905 1.5372
F1 9.0000 -0.7403 2.2911
S2 6.0673 -2.7179 3.3571
O4 6.3646 -4.1101 3.1890
O5 4.7873 -2.1002 3.0386
F2 5.8439 -2.7414 4.9140
N13 -1.0527 6.7153 -3.0623
S3 -0.2279 5.6014 -2.2349
O6 0.9744 5.1433 -2.9947
O7 -1.0011 4.6637 -1.4154
F3 0.3670 6.5359 -1.0279
S4 -2.0893 5.8349 -3.5994
O8 -3.4095 5.9962 -2.9606
O9 -1.6909 4.6545 -4.3237
F4 -2.1884 6.7785 -4.8836
N14 -5.8667 -3.3345 1.2881
S5 -5.2947 -1.9800 2.0387
O10 -4.9659 -0.7626 1.2605
O11 -4.6732 -2.1349 3.3336
F5 -6.7530 -1.5442 2.6137
S6 -4.5201 -3.5861 0.7360
O12 -3.3908 -3.9949 1.5301
O13 -4.2007 -2.8257 -0.4310
F6 -4.9969 -5.0375 0.0715

Results of the Mulliken charge analysis, in e, for atoms 1 through 6:
1. C -0.646
2. C 2.750
3. C -1.298
4. C 1.074
5. C -0.752
6. C 1.935

---

Entry 2:
Computed, not measured: a 7-piece molecular cluster, C69H90N11O4S overall, with ωB97M-V with the def2-TZVPD basis set.

Properties
Gap between HOMO and LUMO, eV: 6.453
Relative energy (zero: lowest compared OMol25 entry of this formula, charge and spin), eV: 0.000
LUMO level, eV: -17.61
HOMO level, eV: -24.061
Total charge: +9
E, eV: -108321.8284

Cartesian coordinates (Å):
S1 -0.6699 0.5069 0.4856
O1 0.3943 -0.4601 0.8990
O2 -0.0708 1.6912 -0.2210
O3 -1.7138 -0.1530 -0.3393
O4 -1.3529 1.0024 1.7179
C1 4.8653 10.7917 2.1193
N1 3.9101 9.6890 1.7929
C2 3.2575 9.0669 2.7897
C3 2.4134 8.0154 2.5000
C4 2.1397 7.6669 1.1794
C5 2.8372 8.3356 0.1734
C6 3.7134 9.3469 0.5132
C7 1.0732 6.6629 0.8876
C8 0.2407 6.8883 -0.2166
C9 -0.7928 6.0371 -0.5223
N2 -1.0259 4.9378 0.2102
C10 -0.2420 4.6462 1.2602
C11 0.7837 5.5143 1.6363
C12 -2.1787 4.0645 -0.1182
H1 4.3130 11.5548 2.6674
H2 5.1923 11.2667 1.1994
H3 5.6968 10.3996 2.6969
H4 3.5530 9.3805 3.7825
H5 1.8880 7.5584 3.3288
H6 2.7514 7.9893 -0.8468
H7 4.2516 9.8939 -0.2490
H8 0.4685 7.7038 -0.8905
H9 -1.4438 6.2619 -1.3574
H10 -0.4743 3.7657 1.8406
H11 1.4156 5.0926 2.4084
H12 -2.0610 3.7106 -1.1357
H13 -3.1012 4.6117 0.0661
H14 -2.1433 3.2221 0.5696
C13 -0.8882 -2.2334 -2.1771
N3 -0.8845 -2.8637 -0.8483
C14 -2.0225 -2.9522 -0.1468
C15 -2.0922 -3.7218 0.9956
C16 -1.0102 -4.4638 1.4532
C17 0.1026 -4.4542 0.6111
C18 0.1367 -3.6799 -0.5275
C19 -1.0573 -5.1931 2.7648
C20 -2.2321 -5.3265 3.5221
C21 -2.1896 -6.0246 4.7099
N4 -1.0335 -6.4949 5.1952
C22 0.0982 -6.4381 4.4730
C23 0.1100 -5.7668 3.2752
C24 -1.0315 -7.0908 6.5502
H15 -0.4332 -2.9031 -2.9041
H16 -0.5208 -1.2147 -2.1011
H17 -1.9141 -2.1762 -2.5410
H18 -2.8808 -2.3519 -0.3963
H19 -2.9984 -3.5858 1.5693
H20 1.0319 -4.9093 0.9212
H21 0.9587 -3.6151 -1.2239
H22 -3.0486 -4.7045 3.1925
H23 -3.0484 -6.1352 5.3537
H24 0.9681 -6.7956 5.0090
H25 1.0524 -5.5835 2.7847
H26 -0.2977 -6.6264 7.2090
H27 -0.7609 -8.1463 6.4941
H28 -2.0043 -6.9948 7.0193
C25 0.2532 1.9355 4.2751
N5 1.5195 1.1903 4.4052
C26 2.6050 1.8357 4.8784
C27 3.8151 1.2044 4.9048
C28 3.9815 -0.0402 4.2908
C29 2.8457 -0.6446 3.7341
C30 1.6213 0.0192 3.7515
C31 5.3360 -0.6642 4.3173
C32 5.4850 -2.0149 4.6054
C33 6.7404 -2.5360 4.8659
N6 7.8300 -1.7548 4.8663
C34 7.7216 -0.4402 4.5875
C35 6.5084 0.0949 4.2397
C36 9.1659 -2.4267 4.7404
H29 0.4107 2.9976 4.4360
H30 -0.4271 1.5620 5.0419
H31 -0.2205 1.7377 3.3086
H32 2.3968 2.8039 5.3104
H33 4.6563 1.6256 5.4403
H34 2.9053 -1.5866 3.2078
H35 0.7167 -0.3741 3.3064
H36 4.6530 -2.7048 4.6189
H37 6.8924 -3.5771 5.1165
H38 8.6611 0.0970 4.6057
H39 6.4076 1.1593 4.0717
H40 9.9401 -1.7880 5.1643
H41 9.3732 -2.5156 3.6774
H42 9.1421 -3.3604 5.2912
C37 -4.7371 0.9712 0.2266
N7 -4.9936 -0.2141 1.0767
C38 -5.8733 -1.1018 0.6001
C39 -6.3461 -2.1265 1.3875
C40 -5.8719 -2.3021 2.6852
C41 -4.8118 -1.4648 3.0880
C42 -4.3927 -0.4435 2.2564
C43 -6.4391 -3.4321 3.4737
C44 -7.7733 -3.7915 3.2976
C45 -8.2757 -4.9974 3.7368
N8 -7.4986 -5.8070 4.4709
C46 -6.2532 -5.4186 4.7939
C47 -5.6958 -4.2325 4.3556
C48 -7.9800 -7.1767 4.8234
H43 -5.5871 1.6499 0.2420
H44 -4.5171 0.6536 -0.7880
H45 -3.8602 1.4920 0.6039
H46 -6.2383 -1.1102 -0.4191
H47 -7.0564 -2.8099 0.9431
H48 -4.4329 -1.5506 4.0976
H49 -3.6462 0.2643 2.5950
H50 -8.3773 -3.1275 2.6927
H51 -9.2910 -5.3108 3.5293
H52 -5.7736 -6.0472 5.5328
H53 -4.7025 -4.0139 4.7227
H54 -9.0300 -7.2182 4.5558
H55 -7.8152 -7.4036 5.8742
H56 -7.4017 -7.8847 4.2315
C49 6.1354 -3.8974 -6.4173
N9 5.5740 -2.7368 -5.6698
C50 4.9645 -1.7270 -6.3184
C51 4.4692 -0.6421 -5.6413
C52 4.5040 -0.5838 -4.2409
C53 5.1788 -1.6263 -3.6242
C54 5.6966 -2.6900 -4.3392
C55 3.8231 0.5204 -3.4795
C56 3.2604 0.3406 -2.2098
C57 2.7120 1.4698 -1.5883
N10 2.4709 2.5878 -2.2667
C58 2.9284 2.7419 -3.5304
C59 3.6358 1.7446 -4.1373
C60 2.0945 3.8126 -1.5173
H57 7.2069 -3.9759 -6.2352
H58 6.0645 -3.6942 -7.4833
H59 5.5798 -4.7817 -6.1238
H60 5.0667 -1.7466 -7.3961
H61 4.0057 0.1522 -6.2056
H62 5.3622 -1.6481 -2.5569
H63 6.3401 -3.4192 -3.8655
H64 3.1788 -0.5749 -1.6427
H65 2.3823 1.4208 -0.5582
H66 2.8182 3.7271 -3.9632
H67 3.8354 1.8376 -5.1934
H68 1.4604 3.4414 -0.7084
H69 1.4679 4.4119 -2.1707
H70 2.9798 4.2987 -1.1212
C61 -3.4062 -1.7013 -9.0917
C62 -2.6950 -0.6223 -8.2704
C63 -3.4888 -0.2451 -7.0212
N11 -2.8996 0.8824 -6.2030
C64 -1.5611 0.4069 -5.6596
C65 -1.0048 1.2450 -4.5002
C66 -2.0070 1.5817 -3.3829
C67 -3.2902 2.1083 -4.0314
C68 -3.8393 1.1421 -5.0399
C69 -2.7571 2.1247 -7.0173
H71 -3.0940 -2.7027 -8.7935
H72 -3.1167 -1.6156 -10.1394
H73 -4.4946 -1.6508 -9.1163
H74 -2.7264 0.2646 -8.9086
H75 -1.6755 -0.9284 -8.0502
H76 -3.6084 -1.1455 -6.4109
H77 -4.5046 0.0491 -7.2911
H78 -1.7209 -0.6195 -5.3330
H79 -0.8795 0.4415 -6.5037
H80 -0.2170 0.6499 -4.0212
H81 -0.5142 2.1525 -4.8593
H82 -2.1930 0.7329 -2.7221
H83 -1.5466 2.3644 -2.7798
H84 -4.0503 2.2262 -3.2507
H85 -3.1445 3.1397 -4.3541
H86 -4.0638 0.1667 -4.6055
H87 -4.7546 1.4821 -5.5273
H88 -1.9532 1.9756 -7.7324
H89 -2.5864 2.9844 -6.3836
H90 -3.6659 2.2502 -7.6049

Results of the Mulliken charge analysis, in e, for atoms 1 through 6:
1. S 1.098
2. O -0.652
3. O -0.252
4. O -0.858
5. O -0.943
6. C -0.839

---

> Which of these has the highest E?

C69H90N11O4S

---

> Among the records above, which one has the highest total charge?

C69H90N11O4S

---

> Which of these has the highest LUMO level?

C69H88F6N14O13S6

---

> Which of these has the lowest total charge?

C69H88F6N14O13S6